[1]
DFT (ωB97M-V/def2-TZVPD) results for a cluster of 2 separate species, C4H10O2S in total.

As for the SMILES: O=CCCCS.O. As for the multiplicity: 1. As for the total charge: 0. As for the calculated total energy: -707.04123 hartree.

Each line ends with the natural charge from an NBO analysis.
Cartesian coordinates (Å):
S1 -2.77 -0.56 0.37  -0.08
O1 2.61 -1.44 0.77  -0.51
O2 -0.65 -0.65 -3.11  -0.93
C1 -0.07 -0.14 0.52  -0.41
C2 1.26 0.59 0.62  -0.51
C3 -1.37 0.68 0.36  -0.48
C4 2.53 -0.26 0.59  0.46
H1 0.06 -0.85 -2.50  0.47
H2 1.31 1.34 -0.18  0.22
H3 -1.47 -0.87 -2.68  0.47
H4 -0.07 -0.75 -0.39  0.20
H5 -3.18 -0.38 1.63  0.13
H6 -0.17 -0.73 1.43  0.22
H7 -1.49 1.47 1.09  0.22
H8 -1.46 1.08 -0.65  0.22
H9 3.43 0.40 0.55  0.10
H10 1.50 1.08 1.57  0.23

=====

[2]
DFT (ωB97M-V/def2-TZVPD) results for a structure of composition C27H29ClN3Sc.

As for the multiplicity: 1. As for the total charge: +2. As for the calculated total energy: -2431.14913 hartree.

Each line ends with the natural charge from an NBO analysis.
Cartesian coordinates (Å):
Sc1 0.82 0.44 0.30  1.48
Cl1 2.60 1.16 1.49  -0.39
N1 0.24 2.42 -0.59  -0.54
N2 0.74 0.22 -1.99  -0.54
N3 1.99 -1.40 -0.39  -0.52
C1 -0.96 2.15 3.02  -0.64
C2 -0.91 0.87 2.22  -0.07
C3 0.61 0.04 -4.73  -0.11
C4 1.96 -1.81 -1.67  0.15
C5 0.37 -2.58 2.95  -0.66
C6 -0.04 3.50 0.13  0.08
C7 -0.70 -2.87 0.14  -0.65
C8 0.54 0.02 4.13  -0.67
C9 1.28 -0.95 -4.01  -0.21
C10 -0.85 4.54 -0.30  -0.21
C11 2.49 -3.05 -1.98  -0.20
C12 0.22 1.26 -2.71  0.19
C13 -2.72 1.79 0.62  -0.64
C14 -0.24 2.39 -1.89  0.18
C15 -0.15 -1.43 2.14  -0.02
C16 0.07 1.16 -4.10  -0.20
C17 1.31 -0.84 -2.61  0.29
C18 -2.30 -0.62 -0.99  -0.64
C19 -1.71 0.72 1.07  0.01
C20 2.60 -2.14 0.54  0.09
C21 3.00 -3.46 0.31  -0.21
C22 -0.79 -1.55 0.89  -0.04
C23 -1.56 -0.50 0.34  -0.07
C24 -1.36 4.48 -1.61  -0.11
C25 -0.10 -0.18 2.75  0.11
C26 2.95 -3.91 -1.00  -0.12
C27 -0.93 3.48 -2.43  -0.20
H1 -2.67 0.38 -1.21  0.23
H2 -1.68 -0.93 -1.87  0.23
H3 2.64 -1.79 1.57  0.23
H4 -1.28 1.97 4.03  0.25
H5 0.42 3.49 1.14  0.24
H6 -0.22 -0.12 4.94  0.25
H7 -1.15 5.23 0.47  0.26
H8 -0.77 -2.73 -0.93  0.23
H9 1.36 -2.46 3.41  0.24
H10 -1.62 2.88 2.63  0.22
H11 0.46 -0.07 -5.80  0.26
H12 -2.38 2.17 -0.33  0.22
H13 0.95 1.01 4.23  0.25
H14 -0.51 1.86 -4.70  0.25
H15 0.06 2.54 3.09  0.24
H16 3.35 -4.04 1.14  0.25
H17 3.22 -4.92 -1.16  0.25
H18 -2.00 5.27 -1.98  0.26
H19 1.29 -0.69 4.32  0.23
H20 1.61 -1.83 -4.52  0.25
H21 0.31 -3.49 2.37  0.23
H22 -3.13 -1.30 -0.82  0.26
H23 -2.83 2.62 1.30  0.24
H24 -0.31 -2.67 3.80  0.26
H25 -1.22 3.49 -3.45  0.24
H26 2.54 -3.44 -3.01  0.25
H27 -3.63 1.23 0.39  0.25
H28 0.22 -3.43 0.39  0.23
H29 -1.53 -3.55 0.49  0.26

=====

[3]
DFT (ωB97M-V/def2-TZVPD) results for a structure of composition C29H43IN7OPPt.

As for the multiplicity: 1. As for the total charge: +2. As for the calculated total energy: -2347.26563 hartree.

Each line ends with the Mulliken charge.
Cartesian coordinates (Å):
Pt1 -0.22 -2.54 -1.63  0.62
I1 1.61 -7.42 -2.58  0.18
P1 -0.32 1.31 0.85  -1.45
O1 -0.31 -4.63 -1.61  -0.73
N1 -0.36 2.90 0.54  0.62
N2 1.15 0.95 1.42  0.66
N3 -0.80 -4.99 -3.80  -0.28
N4 -1.60 0.90 1.74  0.53
N5 0.73 0.19 -1.24  0.04
N6 -0.47 0.37 -0.58  1.63
N7 0.95 -0.96 -1.65  -0.31
C1 -1.34 4.51 -1.68  -0.84
C2 -2.78 0.77 -1.28  -0.14
C3 -1.82 1.66 3.00  -0.85
C4 4.78 -1.57 -3.29  -0.49
C5 2.65 1.67 3.23  -0.63
C6 -3.97 -0.91 -2.52  -0.90
C7 1.60 -0.45 1.55  -0.87
C8 2.73 -2.45 -2.42  -0.68
C9 -1.43 0.87 4.25  -0.31
C10 -2.08 -0.51 4.28  -1.09
C11 -1.67 -0.06 -1.23  0.30
C12 2.26 -1.15 -2.26  0.94
C13 -0.44 -6.88 -2.33  -1.11
C14 3.17 0.24 3.38  -0.94
C15 -1.55 3.77 0.74  -0.57
C16 3.99 -2.66 -2.93  -0.99
C17 4.30 -0.28 -3.14  -0.82
C18 -1.56 4.94 -0.23  -1.10
C19 -0.53 -5.42 -2.58  0.94
C20 2.20 1.92 1.80  -0.77
C21 -1.80 -1.26 2.98  -0.43
C22 0.61 3.39 -0.49  -0.99
C23 -0.10 3.60 -1.82  -0.23
C24 -3.93 0.34 -1.92  -1.20
C25 -2.25 -0.43 1.78  -0.23
C26 3.04 -0.06 -2.62  -0.09
C27 -1.70 -1.30 -1.82  0.15
C28 -2.85 -1.73 -2.47  -0.51
C29 2.08 -0.75 2.96  -0.68
H1 -2.07 -0.97 0.86  0.00
H2 -1.21 5.41 -2.29  0.34
H3 -2.52 5.44 -0.13  0.48
H4 1.82 2.93 1.69  0.34
H5 4.05 0.10 2.74  0.32
H6 -0.83 -4.00 -3.99  0.14
H7 2.44 -0.60 0.86  0.49
H8 -0.95 -5.64 -4.55  0.25
H9 -2.88 -2.71 -2.95  0.29
H10 -1.54 4.16 1.76  0.30
H11 -4.79 0.99 -1.97  0.49
H12 4.91 0.56 -3.44  0.42
H13 -0.80 5.67 0.06  0.42
H14 -2.88 1.92 3.04  0.39
H15 4.37 -3.66 -3.05  0.43
H16 2.65 0.94 -2.51  0.50
H17 3.48 0.05 4.40  0.44
H18 2.46 -1.77 2.99  0.43
H19 -1.24 2.58 2.97  0.55
H20 -0.34 0.77 4.29  -0.10
H21 -2.33 -2.21 2.96  0.42
H22 2.12 -3.29 -2.12  0.47
H23 3.05 1.79 1.11  0.43
H24 5.77 -1.74 -3.69  0.42
H25 1.81 1.83 3.90  0.25
H26 -2.73 1.76 -0.84  0.48
H27 -3.33 -0.25 1.84  0.43
H28 -1.70 -1.08 5.12  0.46
H29 -0.38 2.63 -2.23  -0.12
H30 3.43 2.39 3.49  0.38
H31 -2.23 4.00 -2.05  0.37
H32 -3.16 -0.41 4.42  0.36
H33 0.62 4.04 -2.52  0.64
H34 -1.74 1.45 5.12  0.46
H35 -0.71 -7.11 -1.30  0.39
H36 1.25 -0.68 3.67  0.18
H37 -0.73 -1.47 2.89  0.05
H38 -2.46 3.18 0.62  0.53
H39 -4.86 -1.25 -3.02  0.43
H40 1.40 2.65 -0.61  0.27
H41 -1.02 -7.47 -3.03  0.48
H42 1.06 4.31 -0.13  0.58
H43 0.79 -1.12 1.25  0.35

=====

[4]
DFT (ωB97M-V/def2-TZVPD) results for a cluster of 10 separate species, C23H63O13P in total.

As for the SMILES: CP(O)[C@@H]1C(=O)OC[C@H]1O.CCO.CCO.CCO.CCO.CCO.CCO.CCO.CCO.CCO. As for the multiplicity: 1. As for the total charge: 0. As for the calculated total energy: -2233.49518 hartree.

Each line ends with the Mulliken charge.
Cartesian coordinates (Å):
P1 -1.53 2.75 -0.86  0.08
O1 6.75 1.09 5.90  -0.42
O2 -1.76 4.40 -0.89  -0.51
O3 3.87 0.10 4.73  -0.53
O4 0.08 0.26 -2.66  -0.39
O5 -4.14 2.01 -9.34  -0.51
O6 -1.65 0.79 -3.90  -0.49
O7 6.91 2.90 8.38  -0.47
O8 -6.06 0.15 -4.07  -0.52
O9 -0.79 3.14 -5.91  -0.50
O10 -6.15 -5.28 0.54  -0.52
O11 1.24 2.73 -3.81  -0.40
O12 1.59 0.11 2.17  -0.52
O13 -1.61 -5.57 1.92  -0.55
C1 5.41 4.20 9.78  -1.10
C2 -0.11 -1.56 2.60  -0.88
C3 5.43 -1.71 4.32  -0.96
C4 -0.92 1.60 -7.76  -1.06
C5 4.12 -1.05 3.92  0.00
C6 5.82 3.82 8.37  -0.21
C7 -4.44 3.08 -8.44  0.02
C8 -5.75 2.83 -7.72  -1.00
C9 -0.86 1.09 -3.13  -0.37
C10 0.84 2.48 -2.43  -0.17
C11 -5.75 -1.05 -4.79  -0.22
C12 1.25 -1.26 2.00  -0.20
C13 9.07 0.75 6.53  -1.08
C14 -0.68 2.45 -2.50  0.45
C15 -6.37 -6.69 -1.42  -1.15
C16 1.20 1.02 -2.20  -0.46
C17 -0.22 2.58 0.41  -0.64
C18 -4.49 -1.70 -4.27  -0.72
C19 -0.03 2.24 -6.71  -0.05
C20 -2.70 -4.65 1.93  0.40
C21 -3.11 -4.31 3.35  -1.09
C22 8.04 0.73 5.41  -0.12
C23 -5.45 -6.15 -0.35  -0.17
H1 10.06 0.47 6.16  0.36
H2 3.29 -1.74 4.06  0.28
H3 0.77 2.81 -7.18  0.38
H4 -3.61 3.13 -7.73  0.08
H5 2.10 0.85 -2.76  0.31
H6 0.66 3.19 0.21  0.28
H7 -4.26 -2.62 -4.81  0.33
H8 -1.90 -6.37 2.38  0.32
H9 1.25 -1.47 0.93  0.26
H10 -7.19 -7.26 -0.98  0.34
H11 6.25 -1.01 4.20  0.02
H12 -0.59 2.88 1.37  0.40
H13 1.71 3.57 -3.80  0.32
H14 -3.54 -5.09 1.38  -0.29
H15 -5.00 -6.97 0.23  0.25
H16 -4.59 -1.93 -3.21  0.25
H17 0.42 1.48 -6.07  0.14
H18 4.58 4.92 9.77  0.35
H19 -1.47 4.78 -1.73  0.36
H20 -0.11 -1.33 3.67  0.33
H21 -6.61 -1.71 -4.67  0.32
H22 1.32 3.20 -1.79  0.56
H23 8.78 0.06 7.32  0.28
H24 1.61 0.30 3.12  0.27
H25 -4.86 1.97 -9.98  0.28
H26 -0.37 -2.61 2.46  0.16
H27 5.40 -2.00 5.37  0.32
H28 4.97 3.38 7.84  0.25
H29 2.02 -1.88 2.46  0.24
H30 -1.37 2.36 -8.39  0.21
H31 -3.64 -1.02 -4.37  0.10
H32 6.83 1.98 6.27  0.22
H33 -1.49 2.63 -5.49  0.17
H34 4.15 -0.74 2.87  0.21
H35 1.35 0.69 -1.18  0.10
H36 -4.64 -5.57 -0.79  0.29
H37 7.97 -0.27 4.99  0.24
H38 -2.38 -3.75 1.40  0.29
H39 8.33 1.43 4.61  0.25
H40 -4.47 4.02 -9.00  0.26
H41 9.14 1.75 6.97  0.26
H42 5.63 -2.60 3.72  0.39
H43 -1.73 1.04 -7.29  0.22
H44 -5.82 -7.35 -2.11  0.34
H45 -0.88 -0.94 2.14  0.30
H46 6.62 2.11 8.85  0.28
H47 -6.86 -5.78 0.95  0.29
H48 -6.80 -5.88 -2.00  0.29
H49 5.09 3.32 10.34  0.34
H50 -5.31 0.75 -4.17  0.31
H51 -5.97 3.63 -7.02  0.32
H52 -6.57 2.75 -8.43  0.36
H53 0.07 1.55 0.51  -0.03
H54 -2.26 -3.88 3.89  0.29
H55 -0.35 0.91 -8.39  0.44
H56 6.15 4.70 7.82  0.31
H57 -1.10 3.16 -3.20  0.63
H58 6.25 4.65 10.32  0.27
H59 4.60 0.71 4.61  0.27
H60 -3.93 -3.60 3.36  0.33
H61 -5.65 -0.81 -5.85  0.18
H62 -3.41 -5.21 3.89  0.36
H63 -5.70 1.89 -7.17  0.20

=====

[5]
DFT (ωB97M-V/def2-TZVPD) results for a cluster of 11 separate species, C31H81O26P5S2 in total.

As for the multiplicity: 1. As for the total charge: 0. As for the calculated total energy: -5689.43733 hartree.

Each line ends with the Mulliken charge.
Cartesian coordinates (Å):
S1 -1.26 7.97 -2.26  0.42
S2 -2.75 -4.99 2.58  0.56
P1 -0.43 0.67 -0.21  0.44
P2 -3.50 5.15 0.93  0.90
P3 0.89 -1.43 4.93  0.71
P4 2.00 -5.40 -1.52  0.38
P5 -2.12 -5.09 -1.34  0.66
O1 -0.90 9.16 -3.14  -0.66
O2 -1.53 -6.30 -0.71  -0.85
O3 1.38 -0.03 4.21  0.27
O4 3.46 -5.77 -1.43  -0.73
O5 -2.51 -5.16 -2.93  -0.36
O6 1.66 -4.09 -2.29  0.03
O7 2.58 4.10 -2.62  -0.44
O8 1.66 -1.33 6.34  -0.28
O9 -3.15 4.84 2.48  -0.50
O10 -0.58 -1.65 5.02  -0.67
O11 -1.83 0.08 0.49  -0.49
O12 -3.46 -4.68 -0.63  -0.22
O13 -0.35 2.24 0.22  0.49
O14 -4.73 4.05 0.56  -0.43
O15 -1.30 -3.72 -1.30  0.74
O16 3.98 1.47 -4.20  -0.62
O17 -2.94 3.87 -4.59  -0.63
O18 1.32 -5.11 -0.05  0.36
O19 -2.27 5.16 0.09  -0.29
O20 5.63 2.88 1.39  -0.60
O21 -0.34 0.41 -1.66  -0.33
O22 1.68 -2.64 4.18  -0.21
O23 -4.25 6.53 1.02  -0.34
O24 -2.16 -6.04 3.54  -0.73
O25 0.98 -6.51 -2.22  -0.12
O26 0.81 -0.07 0.59  0.35
C1 3.71 4.43 -2.33  0.95
C2 1.34 -4.17 -3.65  -0.83
C3 6.39 0.60 1.59  -1.23
C4 0.88 1.22 4.64  -0.70
C5 4.01 4.86 -0.94  -1.09
C6 -1.95 0.05 1.94  -0.03
C7 -1.29 3.45 -2.94  0.59
C8 -2.25 -6.35 -3.63  -0.44
C9 3.94 1.27 2.06  -0.43
C10 0.76 3.03 -0.17  -0.27
C11 -1.91 -2.54 -1.85  -0.47
C12 5.35 1.71 1.70  0.71
C13 0.99 -7.84 -1.77  -0.89
C14 -4.55 -5.59 -0.79  -0.71
C15 1.30 -1.37 0.18  -0.59
C16 3.73 0.72 -1.95  -0.30
C17 0.95 -1.23 7.54  -0.69
C18 4.77 4.66 -3.37  -1.27
C19 -2.41 3.71 2.84  -0.13
C20 -2.25 3.03 -3.98  0.48
C21 0.13 6.79 -1.96  -0.40
C22 2.02 0.15 -3.75  -0.24
C23 -4.40 2.79 0.08  -0.43
C24 1.62 -6.02 0.99  -0.97
C25 -3.53 -3.65 3.60  -0.80
C26 -1.46 -3.98 1.81  1.02
C27 1.80 -3.91 4.80  -0.61
C28 -2.44 6.88 -3.19  -0.55
C29 -5.31 6.73 1.94  -0.75
C30 3.30 0.89 -3.39  0.46
C31 -2.34 1.58 -4.31  -0.87
H1 2.38 -1.30 0.02  0.28
H2 -0.64 4.17 -3.44  0.38
H3 -1.19 0.65 2.43  -0.07
H4 -0.72 2.68 -2.43  -0.64
H5 0.79 -1.78 -0.69  -0.22
H6 -2.08 6.11 -3.86  0.16
H7 1.50 2.98 0.63  -0.02
H8 1.75 -5.06 -4.12  0.46
H9 -3.08 -7.04 -3.50  0.23
H10 4.71 4.17 -0.46  0.21
H11 -3.74 -2.79 2.97  0.18
H12 1.59 -0.65 8.20  0.30
H13 0.47 -8.48 -2.49  0.24
H14 -0.09 5.87 -1.42  -0.32
H15 2.81 0.78 -1.37  -0.29
H16 -5.12 7.03 2.97  0.26
H17 1.60 -0.53 -3.00  -0.20
H18 0.59 6.50 -2.91  0.34
H19 -2.87 3.10 3.61  0.35
H20 -2.04 -0.99 2.26  -0.21
H21 -1.43 1.20 -4.79  0.26
H22 1.23 2.63 -1.07  0.29
H23 1.08 -4.61 4.38  0.22
H24 -2.45 -1.93 -1.13  0.02
H25 0.63 4.09 -0.38  -0.28
H26 1.75 1.75 5.05  0.35
H27 6.27 0.03 0.66  0.25
H28 2.24 -5.40 1.64  0.22
H29 -5.93 5.85 2.04  0.32
H30 -2.50 1.10 -3.35  0.08
H31 1.62 -3.87 5.88  0.27
H32 -5.49 -5.05 -0.83  0.26
H33 3.09 4.91 -0.36  0.17
H34 -2.80 -3.44 4.39  0.20
H35 0.65 -2.17 8.01  0.25
H36 2.14 -0.54 -4.59  0.50
H37 0.38 1.79 3.86  -0.02
H38 4.24 -0.24 -1.86  0.59
H39 -1.71 3.93 -2.06  -0.14
H40 -5.13 2.53 -0.69  0.44
H41 2.02 -8.19 -1.69  0.40
H42 -2.20 3.00 2.03  -0.28
H43 4.45 1.50 -1.69  0.17
H44 -0.88 -3.47 2.58  0.20
H45 -4.60 -6.24 0.08  0.27
H46 -2.16 -6.06 -4.68  0.28
H47 2.29 -6.81 0.65  0.46
H48 0.11 1.13 5.41  0.37
H49 -4.45 -3.96 4.10  0.44
H50 -1.02 -2.02 -2.21  0.05
H51 -3.02 7.58 -3.80  0.44
H52 4.01 0.94 3.10  0.43
H53 -1.89 -3.26 1.12  -0.33
H54 -4.53 2.07 0.89  0.21
H55 5.27 3.71 -3.56  0.26
H56 2.81 -4.29 4.67  0.24
H57 -3.17 1.41 -5.00  0.41
H58 -2.80 0.67 2.23  0.33
H59 0.75 -6.41 1.53  0.29
H60 -3.04 6.43 -2.40  0.06
H61 -3.45 2.63 -0.41  0.10
H62 3.28 2.14 2.09  0.16
H63 -1.43 4.08 3.14  0.35
H64 0.44 -7.94 -0.83  0.29
H65 5.48 5.34 -2.89  0.42
H66 -2.64 -2.67 -2.65  0.44
H67 1.81 -3.32 -4.15  0.19
H68 -4.51 -6.26 -1.65  0.21
H69 0.11 -0.56 7.38  0.29
H70 0.27 -4.23 -3.87  0.23
H71 1.25 -2.12 0.96  0.33
H72 -5.90 7.54 1.50  0.25
H73 -1.23 -6.66 -3.41  0.00
H74 4.32 4.89 -4.33  0.34
H75 4.42 5.87 -0.94  0.48
H76 3.51 0.51 1.41  -0.07
H77 -0.82 -4.62 1.21  -0.79
H78 0.93 7.23 -1.37  0.46
H79 1.26 0.93 -3.84  -0.13
H80 6.52 -0.04 2.47  0.36
H81 7.35 1.09 1.43  0.39

=====

[6]
DFT (ωB97M-V/def2-TZVPD) results for an isolated molecule of C8H14O4S.

As for the SMILES: CCO[C@@H]1OC(=O)[C@H](S)[C@H]1CCO. As for the multiplicity: 1. As for the total charge: 0. As for the calculated total energy: -1012.37565 hartree.

Each line ends with the natural charge from an NBO analysis.
Cartesian coordinates (Å):
S1 -2.89 -1.20 0.78  0.01
O1 0.85 2.48 -1.58  -0.73
O2 0.59 -1.61 0.10  -0.53
O3 -0.84 0.51 2.57  -0.53
O4 0.48 0.63 0.74  -0.55
C1 -0.57 2.37 -1.55  -0.07
C2 -0.73 0.45 1.38  0.79
C3 0.45 -0.31 -0.36  0.36
C4 -0.95 -0.15 -0.95  -0.25
C5 -1.78 0.16 0.32  -0.47
C6 1.91 -2.00 0.48  -0.06
C7 -1.04 0.98 -1.99  -0.42
C8 2.16 -1.79 1.97  -0.64
H1 2.93 -2.48 2.33  0.21
H2 -2.08 1.06 -2.33  0.22
H3 1.24 -1.96 2.53  0.23
H4 1.25 -0.03 -1.05  0.19
H5 -2.38 1.06 0.14  0.25
H6 -3.24 -0.70 1.97  0.14
H7 -0.44 0.69 -2.86  0.22
H8 -1.29 -1.07 -1.44  0.24
H9 -0.98 3.13 -2.23  0.18
H10 1.17 2.45 -0.67  0.48
H11 2.49 -0.77 2.18  0.22
H12 2.01 -3.05 0.20  0.19
H13 2.64 -1.43 -0.12  0.17
H14 -0.94 2.61 -0.55  0.16

=====

[7]
DFT (ωB97M-V/def2-TZVPD) results for a structure of composition C3H5N3O.

As for the multiplicity: 1. As for the total charge: 0. As for the calculated total energy: -356.74870 hartree.

Each line ends with the natural charge from an NBO analysis.
Cartesian coordinates (Å):
O1 -2.32 0.95 -0.36  -0.70
N1 1.67 0.35 -0.37  -0.36
N2 0.51 -0.83 1.05  -0.47
N3 0.43 0.90 -0.41  -0.33
C1 -1.63 -0.15 0.12  -0.03
C2 -0.22 0.12 0.41  0.24
C3 1.69 -0.66 0.51  0.19
H1 -2.22 -0.47 1.01  0.22
H2 -1.72 1.43 -0.95  0.48
H3 2.40 0.76 -0.92  0.42
H4 -1.14 -1.14 -0.81  0.13
H5 2.57 -1.25 0.72  0.21